Here is C42H43ClP2V as an isolated structure from OMol25. Energies are from ωB97M-V/def2-TZVPD.

Element x y z (Å)
V  -1.32  0.56  -2.34
Cl  0.10  3.52  3.68
P  2.49  -0.77  0.76
P  -0.70  -1.40  0.12
C  2.34  3.32  0.47
C  -1.00  -1.31  -4.37
C  -1.42  1.15  2.56
C  -2.84  -2.56  1.19
C  -1.91  1.54  -4.78
C  1.90  -1.83  -0.53
C  5.31  -0.75  1.01
C  -2.29  -3.51  -1.00
C  -0.23  0.83  6.62
C  1.49  -0.79  2.25
C  -3.23  -4.51  -0.78
C  -3.96  -4.56  0.42
C  0.62  -2.34  -0.58
C  -2.21  2.94  -0.73
C  3.03  3.55  -0.73
C  4.14  -2.80  1.62
C  -0.66  2.33  -4.26
C  -2.03  -2.59  0.04
C  -4.80  1.93  -0.30
C  5.36  -3.45  1.78
C  -3.77  1.05  -0.68
C  0.36  -0.60  -4.20
C  6.53  -1.41  1.16
C  3.51  2.47  -1.47
C  0.42  0.30  -3.00
C  3.32  1.17  -1.02
C  -2.56  0.66  -3.76
C  -2.51  1.61  -0.95
C  2.67  0.94  0.21
C  0.05  2.00  5.90
C  6.55  -2.76  1.54
C  -2.06  -0.73  -3.48
C  -4.54  3.30  -0.16
C  -0.33  2.12  4.57
C  -1.07  1.08  3.90
C  -3.78  -3.57  1.40
C  2.15  2.02  0.93
C  4.11  -1.46  1.19
C  -0.02  1.74  -3.05
C  -3.25  3.80  -0.33
C  -1.38  -0.09  4.69
C  -0.94  -0.21  6.00
H  -3.04  4.86  -0.18
H  1.28  0.10  -2.37
H  0.09  0.74  7.65
H  -2.80  -1.46  -3.16
H  -1.18  3.32  -0.85
H  -3.93  -0.02  -0.76
H  0.40  -3.28  -1.11
H  -4.35  -3.58  2.33
H  -4.67  -5.36  0.60
H  0.59  2.83  6.37
H  1.96  4.16  1.05
H  -3.63  0.83  -3.62
H  7.51  -3.28  1.65
H  -1.18  2.02  1.96
H  0.49  -0.36  2.07
H  -0.86  -2.39  -4.16
H  4.04  2.65  -2.41
H  0.62  2.43  -2.48
H  5.28  0.31  0.73
H  -2.64  2.31  -5.11
H  0.07  2.43  -5.08
H  -5.80  1.54  -0.14
H  1.13  -1.39  -4.10
H  2.00  -0.20  3.02
H  -1.16  -1.12  6.56
H  3.19  4.57  -1.08
H  1.38  -1.82  2.61
H  3.69  0.33  -1.61
H  -1.94  -0.90  4.22
H  -1.32  -1.29  -5.43
H  -0.98  3.36  -4.04
H  -1.73  -3.46  -1.94
H  5.38  -4.50  2.09
H  -1.66  0.99  -5.70
H  2.68  -2.22  -1.20
H  -5.35  3.98  0.11
H  -2.04  0.37  2.12
H  7.46  -0.87  0.99
H  -3.40  -5.28  -1.55
H  1.62  1.85  1.87
H  0.65  -0.06  -5.13
H  3.20  -3.33  1.80
H  -2.69  -1.76  1.92

Properties
**ΔE to the lowest compared entry with this formula, charge and spin**: 0.00 kJ/mol
**⟨S²⟩**: 0.83
**Net charge**: +2
**2S+1**: 2
**HOMO-LUMO gap (alpha / beta)**: 0.1231 / 0.1201 Eh
**Highest occupied orbital energy (alpha / beta)**: -0.43650 / -0.43403 hartree

Here is C42H43IrN2P2SSi as an isolated structure from OMol25. Energies are from ωB97M-V/def2-TZVPD.

Element x y z (Å)
Ir  -0.52  0.54  0.47
S  -0.04  0.57  2.75
P  1.21  0.49  -1.02
P  -2.21  -0.86  -0.24
Si  -1.57  2.24  -0.84
N  2.12  -0.59  3.79
N  2.42  1.61  3.12
C  1.68  0.52  3.21
C  -1.95  -2.04  -2.65
C  -0.63  1.94  -2.44
C  1.39  1.29  -3.65
C  -2.99  -1.65  4.17
C  -2.56  -3.55  -0.84
C  5.04  2.87  -0.49
C  -5.59  1.82  -1.74
C  3.89  1.57  3.07
C  1.56  -1.25  -1.26
C  -2.68  -4.58  -1.76
C  2.30  -3.32  -0.27
C  2.72  1.36  -0.63
C  -4.33  2.36  -1.52
C  -2.18  -2.28  -1.29
C  -3.27  1.56  -1.08
C  -2.14  -2.50  3.45
C  2.65  2.76  -0.59
C  3.81  3.51  -0.53
C  -1.09  2.55  -3.62
C  -3.60  -0.57  3.55
C  2.07  -1.96  -0.16
C  -2.09  -3.07  -3.55
C  5.12  1.48  -0.50
C  -0.33  2.53  -4.78
C  3.96  0.72  -0.57
C  -1.55  4.02  -0.40
C  1.54  -3.26  -2.56
C  -2.54  -1.20  1.47
C  2.03  -3.97  -1.47
C  -5.81  0.46  -1.52
C  -2.45  -4.34  -3.11
C  -4.78  -0.35  -1.08
C  1.42  -1.87  3.69
C  1.85  2.94  2.91
C  0.60  1.28  -2.50
C  1.29  -1.90  -2.45
C  0.92  1.91  -4.79
C  -1.89  -2.27  2.12
C  -3.52  0.21  -0.86
C  3.19  -0.58  4.81
C  -3.39  -0.35  2.19
H  1.69  3.26  -0.68
H  1.35  -3.77  -3.49
H  2.13  -2.65  3.97
H  0.89  3.03  3.40
H  0.92  -1.35  -3.31
H  0.57  -1.90  4.38
H  4.20  2.21  2.25
H  2.29  -1.45  0.76
H  -6.79  0.04  -1.70
H  4.32  1.95  4.00
H  -4.97  -1.40  -0.91
H  4.24  0.56  2.87
H  2.71  -3.87  0.56
H  -3.18  -1.84  5.22
H  -1.77  4.57  -1.31
H  -0.57  4.35  -0.04
H  -2.29  4.27  0.36
H  -2.78  -3.74  0.20
H  2.82  -1.16  5.66
H  -2.05  3.06  -3.63
H  -6.39  2.45  -2.09
H  -1.22  -2.91  1.57
H  1.74  3.16  1.85
H  -0.70  3.01  -5.67
H  3.76  4.59  -0.54
H  1.51  1.91  -5.69
H  -4.26  0.08  4.11
H  6.08  0.99  -0.49
H  -1.94  -2.89  -4.61
H  -1.69  -3.35  3.95
H  -2.99  -5.56  -1.43
H  1.07  -2.06  2.68
H  2.22  -5.03  -1.56
H  -1.70  -1.04  -2.99
H  5.95  3.45  -0.46
H  -4.18  3.42  -1.70
H  -2.56  -5.15  -3.82
H  4.10  -1.05  4.44
H  2.36  0.81  -3.66
H  -3.89  0.47  1.70
H  3.39  0.43  5.15
H  2.53  3.67  3.35
H  4.03  -0.36  -0.64

Properties
**⟨S²⟩**: 0.76
**Net charge**: +3
**2S+1**: 2
**HOMO-LUMO gap (alpha / beta)**: 0.2455 / 0.2079 Eh
**Highest occupied orbital energy (alpha / beta)**: -0.60820 / -0.61040 hartree

Here is C42H44BClInN4O2PS4 as an isolated structure from OMol25. Energies are from ωB97M-V/def2-TZVPD.

Element x y z (Å)
In  16.87  10.34  14.26
Cl  24.51  12.08  8.85
S  10.96  5.35  12.48
S  19.22  9.78  16.98
S  14.51  7.95  16.00
S  13.55  7.51  12.19
P  11.80  6.82  11.54
O  15.45  9.14  15.90
O  18.78  10.08  15.55
N  15.78  11.48  12.69
N  16.52  12.31  15.36
N  15.45  12.84  12.65
N  16.54  13.60  14.78
C  13.20  6.09  9.17
C  18.31  8.33  17.66
C  21.93  9.12  17.58
C  10.63  8.22  11.51
C  10.89  9.23  10.57
C  12.22  5.95  6.96
C  14.07  11.77  11.24
C  10.78  6.38  8.92
C  13.21  9.03  19.74
C  23.09  8.42  17.20
C  13.80  7.95  17.65
C  11.98  7.11  18.95
C  17.92  7.19  16.71
C  15.55  6.38  16.12
C  16.66  6.39  17.19
C  13.34  5.89  7.78
C  8.62  9.41  12.21
C  14.90  10.84  11.84
C  19.57  12.22  12.05
C  16.81  14.49  15.77
C  21.93  7.39  15.33
C  17.53  8.71  12.94
C  20.81  8.99  16.74
C  14.03  8.96  18.58
C  14.51  13.03  11.73
C  20.84  8.23  15.58
C  23.02  12.23  9.65
C  9.50  8.33  12.34
C  9.95  10.28  10.35
C  21.65  13.38  11.27
C  8.86  10.37  11.21
C  10.96  6.14  7.54
C  12.17  8.11  19.89
C  21.96  11.35  9.42
C  17.01  13.83  16.98
C  16.75  12.47  16.71
C  20.83  11.32  10.16
C  11.96  6.37  9.72
C  22.83  13.25  10.61
C  20.66  12.32  11.20
C  23.08  7.56  16.07
C  12.75  7.07  17.82
B  16.37  13.96  13.30
H  11.81  9.13  9.99
H  17.37  8.79  18.06
H  12.49  6.35  17.03
H  18.74  6.50  16.44
H  14.89  9.58  18.45
H  13.25  11.68  10.52
H  11.45  8.21  20.72
H  21.55  14.17  11.99
H  17.25  14.29  17.90
H  8.17  11.21  11.12
H  17.72  7.72  15.74
H  9.39  7.52  13.07
H  14.88  5.51  16.21
H  21.91  9.63  18.51
H  22.00  10.70  8.54
H  20.00  8.25  14.88
H  16.76  11.62  17.38
H  13.49  9.77  20.47
H  23.94  8.41  17.87
H  10.05  6.18  6.92
H  14.16  13.98  11.45
H  14.31  5.70  7.34
H  18.92  8.02  18.53
H  19.34  12.98  12.79
H  14.93  9.74  11.81
H  24.02  7.10  15.82
H  10.10  10.96  9.55
H  16.83  8.51  12.10
H  17.79  7.78  13.54
H  7.75  9.53  12.87
H  17.36  14.09  12.64
H  11.16  6.39  19.06
H  12.33  5.91  5.89
H  23.63  13.94  10.74
H  15.94  6.41  15.10
H  14.08  6.03  9.87
H  20.17  10.48  10.16
H  15.72  14.95  13.05
H  16.78  15.60  15.58
H  18.86  11.43  11.97
H  17.06  5.31  17.41
H  9.79  6.47  9.38
H  16.33  6.85  18.10
H  21.87  6.67  14.53

Properties
**ΔE to the lowest compared entry with this formula, charge and spin**: 319.80 kJ/mol
**Net charge**: -2
**HOMO-LUMO gap**: 0.0925 Eh
**Highest occupied orbital energy**: 0.01899 hartree

Number 1: electronic energy -101016.816 eV. Number 2: electronic energy -87339.295 eV. Number 3: electronic energy -125321.986 eV.